Below is a structure of composition C11H16N2O in a non-equilibrium geometry, with properties calculated with ωB97M-V with the def2-TZVPD basis set.

Atoms and positions in Å:
1 C 1.40668 2.62603 -2.11502
2 C 0.43533 3.13832 -1.20712
3 C 1.79765 1.36019 -2.16788
4 C -0.08980 2.21725 -0.34820
5 C 1.16056 0.43881 -1.33008
6 C 0.32050 0.84835 -0.33314
7 C -2.59962 -1.08087 0.77338
8 C -1.53017 -0.67997 0.10684
9 C -1.27983 -1.30557 -1.20257
10 C 0.24032 -2.33861 1.63933
11 C -0.39858 0.06199 0.69839
12 N 1.81151 -0.56523 1.92118
13 N 0.91705 -1.20563 1.05601
14 O -0.72657 0.71865 1.88072
15 H 2.00342 3.29322 -2.69778
16 H 0.11760 4.23460 -1.23337
17 H 2.72191 0.98164 -2.73862
18 H -0.67781 2.72987 0.39979
19 H 1.44497 -0.58851 -1.20775
20 H -3.12156 -0.78681 1.67758
21 H -3.08778 -1.81059 0.09511
22 H -0.41894 -1.94409 -1.16411
23 H -2.02102 -2.02385 -1.76294
24 H -1.06048 -0.59082 -1.96335
25 H 0.87114 -2.94016 2.45009
26 H -0.62048 -2.00461 2.20100
27 H -0.10116 -3.06648 0.82389
28 H 1.34505 0.20183 2.36677
29 H 2.61159 -0.18066 1.32981
30 H -1.47146 0.26171 2.05204

## Properties
Gap between HOMO and LUMO (eV): 9.39
Energy (eV): -16689.634
Multiplicity: 1
ΔE to the lowest compared entry with this formula, charge and spin (kcal/mol): 99.0